Formula: C29H43NO16PS
Source: the Open Molecules 2025 dataset
Level of theory: wB97M-V/def2-TZVPD

Bonds (Å) are listed after each position.
Atoms and positions in Å:
1 O 1.630 -1.554 -1.185  C2 1.262
2 C 0.860 -0.743 -0.600  O1 1.262, O3 1.458, C15 1.607
3 O -0.502 -1.200 -0.348  C2 1.458, O4 1.348
4 O -0.720 -1.462 0.956  O3 1.348, C5 1.427
5 C -1.432 -0.413 1.612  O4 1.427, O6 1.263, C7 1.589
6 O -1.186 -0.247 2.839  C5 1.263
7 C -2.540 0.522 0.962  C5 1.589, C8 1.577, C14 1.554
8 C -3.789 0.896 1.849  C7 1.577, C9 1.573, H21 1.138
9 C -4.868 1.858 1.230  C8 1.573, N10 1.468, H22 1.138
10 N -4.750 2.400 -0.129  C9 1.468, P11 1.801, C13 1.469
11 P -5.939 3.546 -0.846  N10 1.801, S12 1.933, H23 1.448, H24 1.453
12 S -7.556 3.762 0.192  P11 1.933
13 C -3.624 2.054 -1.007  N10 1.469, C14 1.542, H25 1.146
14 C -2.522 1.116 -0.474  C7 1.554, C13 1.542, H26 1.137
15 C 1.473 0.705 -0.269  C2 1.607, C16 1.599, C20 1.575
16 C 2.704 0.923 0.729  C15 1.599, C17 1.563, H27 1.144
17 C 3.320 2.330 1.019  C16 1.563, C18 1.575, H28 1.148
18 C 2.755 3.643 0.358  C17 1.575, C19 1.561, H29 1.137
19 C 1.563 3.443 -0.630  C18 1.561, C20 1.573, H30 1.152
20 C 0.944 2.030 -0.937  C15 1.575, C19 1.573, H31 1.146
21 H -3.942 0.531 2.916  C8 1.138
22 H -5.785 2.171 1.826  C9 1.138
23 H -6.160 3.187 -2.231  P11 1.448
24 H -5.246 4.822 -0.903  P11 1.453
25 H -3.567 2.479 -2.069  C13 1.146
26 H -1.651 0.835 -1.148  C14 1.137
27 H 3.214 0.047 1.258  C16 1.144
28 H 4.212 2.482 1.724  C17 1.148
29 H 3.186 4.680 0.533  C18 1.137
30 H 1.108 4.363 -1.153  C19 1.152
31 H 0.090 2.035 -1.702  C20 1.146
32 C -1.011 -2.317 -3.791  C33 1.517, H39 1.093, H40 1.092, H41 1.094
33 C -0.204 -3.054 -4.842  C32 1.517, O34 1.433, H42 1.092, H43 1.093
34 O -0.607 -2.674 -6.164  C33 1.433, C35 1.343
35 C -0.166 -1.476 -6.583  O34 1.343, O36 1.208, O37 1.344
36 O 0.532 -0.714 -5.957  C35 1.208
37 O -0.659 -1.260 -7.815  C35 1.344, C38 1.426
38 C -0.351 0.028 -8.343  O37 1.426, H44 1.092, H45 1.092, H46 1.091
39 H -2.082 -2.457 -3.959  C32 1.093
40 H -0.758 -2.673 -2.790  C32 1.092
41 H -0.822 -1.240 -3.828  C32 1.094
42 H -0.390 -4.126 -4.754  C33 1.092
43 H 0.871 -2.901 -4.708  C33 1.093
44 H 0.723 0.222 -8.317  C38 1.092
45 H -0.894 0.797 -7.789  C38 1.092
46 H -0.681 0.051 -9.382  C38 1.091
47 C 9.685 3.209 -0.942  C48 1.517, H54 1.093, H55 1.092, H56 1.093
48 C 8.427 3.993 -0.622  C47 1.517, O49 1.434, H57 1.093, H58 1.093
49 O 7.584 3.271 0.287  C48 1.434, C50 1.343
50 C 7.979 3.272 1.570  O49 1.343, O51 1.206, O52 1.346
51 O 8.955 3.824 2.016  C50 1.206
52 O 7.107 2.526 2.274  C50 1.346, C53 1.427
53 C 7.466 2.356 3.644  O52 1.427, H59 1.092, H60 1.092, H61 1.091
54 H 9.434 2.210 -1.308  C47 1.093
55 H 10.280 3.726 -1.698  C47 1.092
56 H 10.306 3.074 -0.053  C47 1.093
57 H 7.848 4.138 -1.537  C48 1.093
58 H 8.658 4.986 -0.226  C48 1.093
59 H 7.635 3.318 4.134  C53 1.092
60 H 8.354 1.724 3.721  C53 1.092
61 H 6.639 1.853 4.148  C53 1.091
62 C -11.104 -1.509 1.593  C63 1.517, H69 1.093, H70 1.091, H71 1.093
63 C -10.289 -0.231 1.528  C62 1.517, O64 1.436, H72 1.092, H73 1.093
64 O -8.882 -0.511 1.559  C63 1.436, C65 1.342
65 C -8.357 -0.969 0.412  O64 1.342, O66 1.206, O67 1.347
66 O -8.951 -1.154 -0.621  C65 1.206
67 O -7.048 -1.213 0.618  C65 1.347, C68 1.426
68 C -6.386 -1.805 -0.497  O67 1.426, H74 1.093, H75 1.092, H76 1.091
69 H -10.814 -2.106 2.461  C62 1.093
70 H -12.170 -1.284 1.655  C62 1.091
71 H -10.937 -2.131 0.710  C62 1.093
72 H -10.505 0.380 2.408  C63 1.092
73 H -10.543 0.368 0.650  C63 1.093
74 H -6.531 -1.215 -1.405  C68 1.093
75 H -6.741 -2.827 -0.641  C68 1.092
76 H -5.318 -1.838 -0.274  C68 1.091
77 C 4.578 -5.895 4.066  C78 1.517, H84 1.093, H85 1.092, H86 1.093
78 C 4.921 -4.643 4.851  C77 1.517, O79 1.434, H87 1.092, H88 1.093
79 O 4.626 -3.460 4.095  C78 1.434, C80 1.342
80 C 3.328 -3.127 4.024  O79 1.342, O81 1.207, O82 1.347
81 O 2.409 -3.718 4.537  C80 1.207
82 O 3.223 -2.026 3.255  C80 1.347, C83 1.425
83 C 1.879 -1.620 3.010  O82 1.425, H89 1.092, H90 1.092, H91 1.090
84 H 5.073 -5.886 3.092  C77 1.093
85 H 4.884 -6.789 4.613  C77 1.092
86 H 3.504 -5.962 3.876  C77 1.093
87 H 5.995 -4.626 5.052  C78 1.092
88 H 4.412 -4.619 5.818  C78 1.093
89 H 1.328 -1.497 3.945  C83 1.092
90 H 1.385 -2.348 2.363  C83 1.092
91 H 1.895 -0.662 2.491  C83 1.090

Computed properties:
net charge: +1
largest force on an atom: 5.93 eV/Å
Kohn-Sham gap: 5.67 eV